[1]
Molecular formula: CH2NO2S
Method: DFT, ωB97M-V with the def2-TZVPD basis set

```
7
Properties=species:S:1:pos:R:3:forces:R:3:mulliken_spin:R:1
C 0.3621 0.7607 1.5530 -0.4 2.5 -2.6 1.63
N -0.7660 -0.6347 0.5482 -0.3 -0.6 -1.9 0.04
O -0.7258 -1.7887 -1.8406 0.3 -0.1 -0.2 -0.07
O 0.8685 -0.0027 -1.3108 -0.1 0.1 -0.5 -0.01
S -0.3050 -0.7665 -0.8845 -0.8 -0.2 2.0 0.36
H 0.9521 0.8646 0.6236 1.3 -0.9 1.3 0.02
H -0.3860 1.5674 1.3110 -0.1 -0.8 1.9 0.03
```
Positions in Å, forces in eV/Å.

## Properties
energy relative to the best compared isomer or geometry (same formula, charge and spin)	4.7572	eV
HOMO (spin up / spin down)	-1.3 / -4.7	eV
frontier orbital gap (spin up / spin down)	5.6053 / 8.0573	eV
total charge	-1
multiplicity	3

---

[2]
Molecular formula: C2H6N2O
Method: DFT, ωB97M-V with the def2-TZVPD basis set

```
11
Properties=species:S:1:pos:R:3:forces:R:3:lowdin_charge:R:1
C -1.8674 -0.0824 -0.0356 -0.5 -0.2 2.1 -0.05
C 0.5141 0.1340 0.0181 0.0 1.9 -0.4 -0.64
H -2.4645 -0.5344 0.8426 1.0 0.9 -1.2 0.11
H -1.8035 1.0227 0.0329 -0.1 -0.8 0.0 0.07
H -2.4155 -0.3967 -0.9169 0.5 -0.1 -0.4 0.07
H 1.5603 -1.5194 0.6153 -0.1 1.3 -1.5 0.14
H 2.4338 -0.4707 -0.4739 0.1 0.5 0.3 0.09
H 1.1512 1.9671 0.4089 0.8 -0.3 -0.5 0.04
N 1.5548 -0.7073 -0.0587 2.3 -2.4 1.7 0.13
N 0.4388 1.4108 -0.0247 -1.1 -0.7 0.3 0.12
O -0.5371 -0.6629 0.0224 -3.0 -0.2 -0.5 -0.08
```
Positions in Å, forces in eV/Å.

## Properties
energy relative to the best compared isomer or geometry (same formula, charge and spin)	1.6874	eV
HOMO	-9.3	eV
frontier orbital gap	10.2522	eV
structure (SMILES)	[H]/N=C(\N)OC
multiplicity	1

---

[3]
Molecular formula: H14O6S
Method: DFT, ωB97M-V with the def2-TZVPD basis set

```
21
Properties=species:S:1:pos:R:3:forces:R:3:lowdin_charge:R:1
S -5.5968 3.1458 -1.0722 -1.6 -0.9 1.9 0.46
H -4.4550 2.9019 -1.6042 1.6 -0.4 -0.6 -0.30
H -5.5091 2.1030 -0.1092 0.0 1.3 -1.3 -0.16
H -1.6128 1.3084 -0.5009 -1.3 0.4 3.0 -0.01
H -1.9579 0.7082 -1.8455 1.5 1.1 1.0 0.11
O -1.2258 1.1692 -1.3157 -0.5 -1.5 -4.0 -0.04
H -0.2993 -0.3438 -1.5560 1.4 -1.6 -0.2 0.01
H 0.5967 -1.7174 -1.3806 0.3 -0.3 1.3 -0.03
O 0.2175 -1.1048 -1.9805 -1.5 1.9 -1.1 -0.10
H 0.7409 -0.8997 3.2125 -0.6 -0.4 1.3 0.02
H 1.5735 -0.7635 2.0651 -0.3 0.7 -0.5 0.05
O 0.8347 -0.2923 2.4957 0.8 -0.4 -0.9 -0.05
H 4.4671 0.5464 -0.1517 0.6 -0.9 0.4 0.05
H 5.1102 0.5352 1.1914 0.0 -1.3 -0.9 0.07
O 4.9598 -0.0900 0.4262 -0.6 2.4 0.5 -0.10
H -1.5027 -0.7745 1.6069 1.6 -0.2 0.6 -0.02
H -2.8133 -0.3171 2.3174 0.6 -0.2 -0.4 0.05
O -2.3967 -0.5393 1.4692 -2.0 0.6 -0.3 -0.04
H 3.3282 -1.1701 -1.0224 -1.3 -1.8 1.3 0.07
H 2.7541 -2.4255 -1.5424 -0.3 -0.8 -0.6 0.02
O 2.7868 -1.9800 -0.7033 1.6 2.4 -0.7 -0.08
```
Positions in Å, forces in eV/Å.

## Properties
energy relative to the best compared isomer or geometry (same formula, charge and spin)	1.8532	eV
HOMO	-9.8	eV
frontier orbital gap	10.1264	eV
structure (SMILES)	O.O.O.O.O.O.S
multiplicity	1

---

[4]
Molecular formula: C20H33N5O4
Method: DFT, ωB97M-V with the def2-TZVPD basis set

```
62
Properties=species:S:1:pos:R:3:forces:R:3:lowdin_charge:R:1
C -4.0099 1.8869 -3.8328 0.0 0.0 0.0 -0.07
C -3.6808 1.5327 -2.3997 0.0 0.0 0.0 -0.28
O -2.4706 2.1764 -2.0476 0.0 0.1 0.0 -0.14
C -2.2697 2.3325 -0.6537 0.0 0.0 0.1 -0.33
C -2.0962 0.9980 0.0658 -0.1 0.0 0.0 -0.11
C -1.7740 1.2335 1.5369 0.0 0.0 0.0 -0.14
N -0.6052 2.0869 1.6756 0.0 0.0 0.0 -0.04
C 0.6413 1.6664 2.0252 0.1 -0.1 -0.1 -0.41
O 1.6183 2.3868 1.9915 0.0 0.0 0.0 0.08
C 0.7554 0.2095 2.4877 0.0 0.0 0.1 -0.12
O 2.1054 -0.0937 2.7149 0.0 0.2 0.1 -0.11
C 2.3585 -0.8957 3.8552 0.0 -0.2 0.0 -0.30
C 1.9298 -2.3688 3.6437 0.0 0.0 0.0 -0.05
C 3.3269 -2.6245 3.0212 -0.1 -0.1 0.0 -0.26
N 3.3213 -2.3953 1.5868 0.0 0.0 0.0 0.11
C 2.7760 -3.2975 0.7290 0.0 0.1 0.1 -0.50
O 2.5339 -4.4529 1.0294 0.0 0.0 0.0 0.07
C 2.3860 -2.7139 -0.6138 -0.1 0.0 0.0 -0.08
C 0.8479 -2.7275 -0.6855 0.1 0.0 0.0 -0.10
C 0.3289 -1.8446 -1.7654 0.0 0.0 0.0 -0.31
N -0.0309 -0.5855 -1.5807 0.3 -0.3 -0.2 0.12
C -0.3746 -0.1777 -2.8271 0.0 0.0 -0.2 -0.20
N -0.2505 -1.0958 -3.7594 0.0 0.0 0.1 0.10
N 0.2027 -2.1631 -3.0624 0.0 0.0 0.0 -0.14
C 0.5143 -3.3995 -3.7438 0.0 0.0 0.0 0.00
C 3.8210 -1.3607 3.7589 0.0 0.1 -0.1 -0.05
C -0.7621 3.3819 1.0344 0.0 0.0 0.0 -0.11
C -1.0529 3.2303 -0.4599 0.0 0.0 0.0 -0.29
C -1.2450 4.5958 -1.1033 0.0 0.0 0.0 -0.05
H -4.9108 1.3654 -4.1579 0.0 0.0 0.0 0.08
H -4.1691 2.9602 -3.9345 0.0 0.0 0.0 0.08
H -3.1920 1.6019 -4.4952 0.0 0.0 0.0 0.08
H -4.4857 1.8643 -1.7300 0.0 0.0 0.0 0.12
H -3.5827 0.4465 -2.2832 0.0 0.0 0.0 0.11
H -3.1490 2.8525 -0.2301 0.0 0.0 0.0 0.16
H -3.0116 0.4042 -0.0103 0.0 0.0 0.0 0.12
H -1.2974 0.4267 -0.4139 -0.1 0.2 0.2 0.07
H -2.6145 1.7385 2.0278 0.0 0.0 0.0 0.13
H -1.6298 0.2922 2.0615 0.0 0.0 0.0 0.11
H 0.1625 0.0849 3.4027 0.0 0.0 0.0 0.14
H 0.3368 -0.4592 1.7259 0.0 0.0 0.0 0.11
H 2.0230 -0.3856 4.7626 0.0 0.0 0.0 0.15
H 1.8001 -2.8917 4.5911 0.0 0.0 0.0 0.12
H 1.0691 -2.5584 3.0012 0.0 0.0 0.0 0.11
H 3.8018 -3.5765 3.2397 0.0 0.0 0.0 0.14
H 3.2507 -1.4233 1.3206 0.0 0.0 0.0 0.13
H 2.7457 -1.6891 -0.7142 0.0 0.0 0.0 0.12
H 2.8155 -3.3084 -1.4209 0.0 0.0 0.0 0.12
H 0.4954 -3.7549 -0.7715 0.0 0.0 0.0 0.12
H 0.4433 -2.3262 0.2455 0.0 0.0 0.0 0.11
H -0.7256 0.8179 -3.0472 -0.1 0.0 0.0 0.10
H 0.7465 -4.1639 -3.0065 0.0 0.0 0.0 0.08
H -0.3438 -3.7121 -4.3339 0.0 0.0 0.0 0.09
H 1.3709 -3.2594 -4.4012 0.0 0.0 0.0 0.09
H 4.4843 -0.6916 3.2121 0.0 0.0 0.0 0.12
H 4.2464 -1.5978 4.7317 0.0 0.0 0.0 0.12
H -1.5892 3.9145 1.5197 0.0 0.0 0.0 0.14
H 0.1511 3.9499 1.1896 0.0 0.0 0.0 0.13
H -0.1948 2.7245 -0.9165 0.0 0.0 0.0 0.16
H -2.0964 5.1144 -0.6528 0.0 0.0 0.0 0.09
H -0.3602 5.2187 -0.9628 0.0 0.0 0.0 0.08
H -1.4354 4.4999 -2.1703 0.0 0.0 0.0 0.08
```
Positions in Å, forces in eV/Å.

## Properties
energy relative to the best compared isomer or geometry (same formula, charge and spin)	0.4061	eV
HOMO	-9.1	eV
frontier orbital gap	9.7265	eV
structure (SMILES)	CCO[C@H]1CCN(C(=O)CO[C@H]2C[C@@H](NC(=O)CCc3ncnn3C)C2)C[C@@H]1C
multiplicity	1